Record 1
{
  "formula": "C3H7N3O4Si",
  "method": "ωB97M-V with the def2-TZVPD basis set",
  "species": ["C", "C", "C", "N", "N", "N", "O", "O", "O", "O", "Si", "H", "H", "H", "H", "H", "H", "H"],
  "coordinates": [[-1.705, -1.738, -1.387], [-0.700, 1.753, -0.299], [2.622, 0.052, -0.467], [-2.632, -0.871, -1.223], [0.245, 2.369, 0.338], [1.497, -0.370, -0.748], [-3.247, -0.753, -0.012], [0.752, 1.374, 1.214], [1.462, -1.475, -1.662], [-0.793, -1.097, 1.379], [-0.326, 0.139, 0.683], [-1.372, -1.651, -2.446], [-1.508, -2.370, -0.614], [-1.462, 2.368, -0.682], [-2.824, -1.376, 0.630], [2.643, 0.937, 0.104], [3.408, -0.366, -0.984], [2.328, -1.819, -1.828]],
  "forces_ev_per_a": [[-2.1, 2.8, -2.7], [0.8, 0.0, 2.0], [-0.2, 1.1, 0.0], [0.1, 0.5, -0.5], [-1.3, -1.1, -0.5], [-2.2, -2.5, -0.9], [0.3, -0.8, 0.4], [0.7, -0.8, 0.6], [-2.1, 1.4, 1.1], [-0.4, -1.2, 0.5], [1.5, 2.9, -1.5], [0.4, -0.8, 1.2], [1.3, -2.2, 1.7], [-0.7, 0.3, -1.4], [-0.1, 0.5, -0.3], [0.4, 0.7, 1.0], [2.3, -0.7, -0.7], [1.3, -0.1, 0.1]],
  "homo_lumo_gap_ev": 9.977,
  "relative_energy_kcal_mol": 3.8,
  "energy_ev": -23756.54330
}

---

Record 2
{
  "formula": "C41H37Br2N3PSSiTi",
  "method": "ωB97M-V with the def2-TZVPD basis set",
  "species": ["Ti", "N", "P", "C", "C", "C", "C", "C", "C", "C", "C", "C", "C", "C", "C", "C", "C", "C", "C", "C", "N", "H", "H", "H", "H", "H", "H", "H", "H", "H", "H", "H", "H", "H", "H", "H", "Br", "C", "Br", "H", "H", "S", "C", "N", "C", "C", "C", "C", "H", "H", "H", "H", "H", "C", "C", "C", "C", "C", "C", "Si", "C", "C", "C", "C", "C", "C", "C", "C", "C", "C", "C", "C", "H", "H", "H", "H", "H", "H", "H", "H", "H", "H", "H", "H", "H", "H", "H"],
  "coordinates": [[-0.222, 0.077, -0.037], [1.246, 1.534, 2.493], [1.894, 0.118, 1.762], [1.684, -1.224, 2.954], [1.598, -2.534, 2.496], [1.484, -3.583, 3.401], [1.452, -3.322, 4.761], [1.552, -2.014, 5.225], [1.675, -0.970, 4.326], [3.646, 0.569, 2.020], [4.519, -0.373, 2.559], [5.835, -0.029, 2.839], [6.293, 1.251, 2.574], [5.435, 2.190, 2.017], [4.121, 1.853, 1.738], [0.045, 2.154, 2.251], [-0.423, 3.094, 3.181], [-1.609, 3.737, 2.951], [-2.316, 3.465, 1.776], [-1.789, 2.558, 0.904], [-0.627, 1.884, 1.117], [1.709, 1.854, 3.333], [1.622, -2.744, 1.436], [1.414, -4.600, 3.040], [1.356, -4.137, 5.466], [1.544, -1.812, 6.287], [1.770, 0.040, 4.706], [4.179, -1.378, 2.774], [6.497, -0.766, 3.274], [7.316, 1.520, 2.804], [5.787, 3.191, 1.806], [3.470, 2.610, 1.322], [0.159, 3.291, 4.070], [-1.986, 4.454, 3.669], [-3.247, 3.960, 1.543], [-2.283, 2.361, -0.034], [-1.045, 1.584, -2.294], [-1.935, 0.147, -1.285], [0.407, -2.092, -0.985], [-2.063, -0.664, -2.000], [-2.916, 0.518, -0.993], [-1.308, -0.970, 2.066], [-3.017, -0.729, 1.970], [-3.710, -1.153, 0.890], [-5.052, -1.063, 0.747], [-5.803, -0.525, 1.750], [-5.143, -0.096, 2.909], [-3.775, -0.192, 3.018], [-3.167, -1.606, 0.165], [-5.461, -1.438, -0.180], [-6.874, -0.449, 1.644], [-5.717, 0.316, 3.728], [-3.252, 0.133, 3.906], [2.030, -2.474, -6.131], [3.228, -2.473, -5.436], [3.315, -1.831, -4.206], [2.200, -1.168, -3.674], [0.997, -1.181, -4.389], [0.913, -1.831, -5.606], [2.488, -0.300, -2.096], [3.852, -1.010, -1.124], [3.909, -2.334, -0.670], [5.086, -2.839, -0.144], [6.221, -2.037, -0.080], [6.180, -0.725, -0.527], [4.999, -0.206, -1.034], [2.370, 1.517, -2.177], [2.151, 2.387, -1.105], [2.105, 3.755, -1.299], [2.284, 4.274, -2.576], [2.498, 3.427, -3.654], [2.525, 2.053, -3.465], [1.962, -2.981, -7.084], [4.094, -2.978, -5.841], [4.254, -1.851, -3.667], [0.118, -0.685, -3.993], [-0.022, -1.840, -6.151], [3.047, -2.981, -0.761], [5.126, -3.864, 0.200], [7.142, -2.441, 0.318], [7.065, -0.105, -0.480], [4.974, 0.824, -1.372], [2.012, 1.995, -0.107], [1.928, 4.419, -0.463], [2.255, 5.345, -2.732], [2.634, 3.834, -4.647], [2.671, 1.400, -4.316]],
  "forces_ev_per_a": [[-1.1, 0.0, 0.6], [-0.1, -0.1, 0.1], [0.0, 0.4, 0.1], [0.0, 0.0, 0.1], [0.0, 0.0, 0.0], [0.0, 0.0, 0.0], [0.0, 0.0, 0.0], [0.0, 0.0, 0.0], [0.0, 0.0, 0.0], [0.1, -0.2, -0.2], [0.1, 0.0, 0.0], [0.0, 0.0, 0.0], [0.0, 0.0, 0.0], [0.0, 0.0, 0.0], [0.0, 0.0, 0.0], [0.1, 0.0, -0.1], [0.0, 0.0, 0.0], [0.0, 0.1, 0.0], [0.0, 0.0, 0.0], [0.1, 0.0, -0.1], [0.1, 0.3, 0.2], [0.0, 0.0, 0.0], [0.0, 0.0, 0.0], [0.0, 0.0, 0.0], [0.0, 0.0, 0.0], [0.0, 0.0, 0.0], [0.0, 0.0, 0.0], [0.0, 0.0, 0.0], [0.0, 0.0, 0.0], [0.0, 0.0, 0.0], [0.0, 0.0, 0.0], [0.0, 0.0, 0.0], [0.0, 0.0, 0.0], [0.0, 0.0, 0.0], [0.0, 0.0, 0.0], [0.0, -0.1, 0.0], [0.2, -0.2, 0.1], [-0.3, -0.1, 0.0], [0.6, 0.4, -0.4], [0.0, 0.0, 0.0], [0.0, 0.1, 0.0], [0.1, 0.0, -0.3], [0.0, 0.0, 0.0], [0.0, -0.1, 0.0], [0.0, 0.0, 0.0], [0.0, 0.0, 0.0], [0.0, 0.0, 0.0], [0.1, 0.0, 0.0], [0.0, 0.0, 0.0], [0.0, 0.0, 0.0], [0.0, 0.0, 0.0], [0.0, 0.0, 0.0], [0.0, 0.0, 0.0], [0.0, 0.0, 0.0], [0.0, 0.0, 0.0], [-0.1, 0.0, -0.1], [0.0, -0.1, -0.2], [0.0, 0.1, 0.0], [0.0, 0.0, 0.0], [0.4, -1.0, -0.4], [0.1, 0.1, 0.3], [0.2, 0.0, -0.1], [0.0, 0.0, 0.0], [0.0, 0.0, 0.0], [0.0, 0.0, 0.0], [0.0, 0.0, 0.1], [-0.4, 0.2, 0.0], [0.1, 0.1, 0.0], [0.0, 0.0, 0.0], [0.0, 0.0, 0.0], [0.0, 0.0, 0.0], [-0.1, 0.0, 0.1], [0.0, 0.0, 0.0], [0.0, 0.0, 0.0], [0.0, 0.0, 0.0], [0.0, 0.0, 0.0], [0.0, 0.0, 0.0], [0.0, 0.0, 0.0], [0.0, 0.0, 0.0], [0.0, 0.0, 0.0], [0.0, 0.0, 0.0], [0.0, 0.0, 0.0], [0.0, 0.0, 0.0], [0.0, 0.0, 0.0], [0.0, 0.0, 0.0], [0.0, 0.0, 0.0], [0.0, 0.0, 0.0]],
  "homo_lumo_gap_ev": [7.397, 7.356],
  "relative_energy_kcal_mol": 0.0,
  "total_charge": 2,
  "multiplicity": 2,
  "energy_ev": -238779.97982
}

---

Record 3
{
  "formula": "C3H7NO",
  "method": "ωB97M-V with the def2-TZVPD basis set",
  "species": ["C", "C", "N", "C", "O", "H", "H", "H", "H", "H", "H", "H"],
  "coordinates": [[-0.298, -1.349, -0.733], [0.454, -0.730, 0.398], [0.731, 1.401, 0.030], [-0.453, 1.580, 0.520], [-1.094, 0.573, 0.925], [0.172, -2.319, -0.953], [-0.217, -0.735, -1.634], [-1.350, -1.501, -0.492], [1.522, -0.650, 0.242], [0.204, -1.059, 1.399], [1.248, 2.217, -0.293], [-0.920, 2.572, 0.591]],
  "forces_ev_per_a": [[-0.1, 0.1, 0.0], [0.1, -0.3, -0.1], [-0.2, 0.1, 0.1], [0.0, 0.0, 0.0], [0.2, 0.2, -0.1], [0.0, 0.1, 0.0], [0.0, -0.1, 0.1], [0.2, 0.0, 0.0], [-0.2, 0.0, 0.0], [0.0, 0.1, -0.1], [-0.1, -0.1, 0.1], [0.1, -0.1, 0.0]],
  "homo_lumo_gap_ev": 9.765,
  "relative_energy_kcal_mol": 80.9,
  "energy_ev": -6759.24089
}

---

Record 4
{
  "formula": "CH2ClNOP2",
  "method": "ωB97M-V with the def2-TZVPD basis set",
  "species": ["C", "N", "O", "P", "P", "Cl", "H", "H"],
  "coordinates": [[-1.458, 0.887, -0.322], [1.400, 0.158, 1.088], [-2.073, 0.798, -1.335], [0.407, -0.442, 0.055], [1.345, -2.304, -0.374], [-1.286, 2.085, 0.838], [1.242, 1.066, 1.470], [0.424, -2.249, -1.421]],
  "forces_ev_per_a": [[1.7, -2.3, -2.7], [-0.8, 0.6, -0.3], [0.5, 0.4, 2.2], [1.0, -0.7, 0.8], [-1.5, 1.3, -0.3], [-0.5, 0.9, 0.6], [-0.1, 0.7, 0.6], [-0.3, -0.9, -0.7]],
  "homo_lumo_gap_ev": [6.387, 6.386],
  "relative_energy_kcal_mol": 60.2,
  "energy_ev": -35703.41464
}

---

Record 5
{
  "formula": "C15H40IOP2ScSi2",
  "method": "ωB97M-V with the def2-TZVPD basis set",
  "species": ["C", "I", "H", "H", "H", "Sc", "P", "C", "C", "H", "H", "H", "H", "H", "H", "C", "H", "H", "H", "P", "C", "C", "H", "H", "H", "C", "H", "H", "H", "H", "H", "H", "C", "O", "C", "Si", "C", "C", "C", "Si", "C", "C", "C", "H", "H", "H", "H", "H", "H", "H", "H", "H", "H", "H", "H", "H", "H", "H", "H", "H", "H", "H"],
  "coordinates": [[1.512, -0.255, -1.412], [3.335, 1.871, -0.652], [0.592, -0.778, -0.962], [2.331, -0.958, -1.270], [1.369, 0.030, -2.454], [0.784, 1.116, -0.012], [1.270, -0.995, 1.650], [2.898, -0.483, 2.344], [0.528, -1.815, 3.114], [1.303, -2.418, 3.611], [2.078, -3.291, 1.582], [-0.275, -2.480, 2.773], [0.870, -2.985, 0.303], [2.783, 0.437, 2.931], [0.095, -1.096, 3.812], [1.751, -2.579, 0.815], [3.267, -1.295, 2.980], [2.549, -2.441, 0.078], [3.584, -0.267, 1.518], [-1.243, 0.625, -1.807], [-0.896, 1.768, -3.202], [-1.281, -1.000, -2.713], [-3.406, -0.155, -1.140], [-3.518, 1.044, -2.495], [-3.217, 1.579, -0.784], [-3.032, 0.802, -1.536], [-1.536, -1.810, -2.010], [-2.046, -0.947, -3.499], [-1.735, 1.681, -3.909], [0.052, 1.496, -3.685], [-0.303, -1.239, -3.141], [-0.800, 2.806, -2.843], [1.135, 3.476, -0.096], [1.306, 4.623, -0.151], [-2.224, 0.182, 3.264], [-1.107, 1.705, 3.471], [-2.118, 2.896, 4.588], [0.451, 1.451, 4.498], [-0.575, 2.429, 1.757], [-1.977, 3.616, 1.147], [-1.984, 5.208, 2.127], [-1.895, 4.151, -0.653], [-3.711, 2.915, 1.391], [-2.425, -0.198, 4.284], [-1.746, -0.614, 2.667], [-3.192, 0.454, 2.808], [-2.107, 2.422, 5.575], [-1.620, 3.875, 4.668], [-3.161, 3.014, 4.267], [0.964, 0.498, 4.314], [1.141, 2.289, 4.305], [0.129, 1.495, 5.550], [0.296, 3.081, 2.012], [-0.985, 5.655, 2.224], [-2.604, 5.924, 1.583], [-2.421, 5.128, 3.124], [-2.439, 3.484, -1.332], [-2.425, 5.117, -0.669], [-0.899, 4.329, -1.061], [-3.866, 1.902, 0.988], [-4.050, 2.945, 2.431], [-4.369, 3.583, 0.823]],
  "forces_ev_per_a": [[0.7, -1.8, -0.5], [0.8, -0.7, -0.3], [0.9, 0.5, -0.5], [0.1, 0.2, -0.4], [0.1, -0.1, 0.1], [-1.4, 1.2, 1.3], [1.1, -1.3, 0.9], [-0.2, 0.3, -0.2], [-0.6, 0.3, 0.1], [-0.2, 0.3, -0.2], [0.0, 0.2, -0.2], [0.1, 0.1, 0.1], [0.2, -0.1, 0.1], [0.1, -0.2, 0.0], [0.1, -0.4, -0.1], [-0.2, 0.4, -0.4], [0.1, 0.2, -0.2], [-0.1, -0.1, 0.2], [0.0, -0.2, 0.3], [-0.9, -0.2, -1.1], [0.2, 0.3, 0.2], [0.3, 0.0, 0.6], [0.0, 0.3, -0.2], [0.1, -0.1, 0.4], [-0.2, -0.3, -0.5], [-0.1, 0.2, 0.5], [0.0, 0.3, -0.3], [0.2, 0.0, 0.2], [0.4, 0.1, 0.1], [-0.3, 0.0, 0.0], [-0.2, 0.1, -0.1], [-0.2, -0.4, -0.3], [0.0, 4.9, -0.6], [-0.4, -4.3, 0.4], [0.4, 0.2, 0.0], [-0.4, -0.7, 0.5], [0.3, 0.3, -0.8], [-0.1, -0.1, -0.2], [-0.8, 1.5, 1.6], [-0.9, 0.0, -0.5], [0.7, 0.2, 0.4], [-0.1, 0.0, -0.2], [0.2, -0.4, -0.2], [0.0, 0.0, -0.5], [-0.4, 0.3, 0.2], [0.4, -0.1, 0.2], [0.0, 0.0, -0.1], [-0.3, -0.3, 0.1], [0.4, 0.1, 0.2], [0.0, 0.5, 0.2], [-0.1, -0.3, 0.2], [0.3, -0.1, -0.3], [-0.1, -0.5, -0.3], [-0.2, 0.0, 0.0], [0.0, -0.1, -0.2], [0.1, -0.1, -0.1], [0.1, 0.1, 0.1], [0.2, -0.3, -0.1], [-0.3, 0.1, 0.0], [0.0, 0.3, 0.3], [0.1, -0.1, -0.2], [0.0, 0.0, 0.0]],
  "homo_lumo_gap_ev": [6.202, 6.637],
  "total_charge": 2,
  "energy_ev": -81369.89082
}

---

Record 6
{
  "formula": "C8H8BrClN3O2",
  "method": "ωB97M-V with the def2-TZVPD basis set",
  "species": ["C", "C", "C", "C", "C", "C", "C", "C", "N", "N", "N", "O", "O", "Cl", "Br", "H", "H", "H", "H", "H", "H", "H", "H"],
  "coordinates": [[-2.418, -1.874, -0.406], [-3.502, -1.295, 0.108], [-2.741, 0.960, -0.214], [-1.509, 0.467, -0.724], [-1.279, -1.019, -0.768], [-3.710, 0.083, 0.180], [2.438, 2.450, 0.858], [-0.551, 1.215, -1.391], [-0.169, -1.642, -1.105], [3.195, 2.563, 1.873], [1.933, 1.098, 0.725], [2.006, 0.495, -0.342], [1.382, 0.594, 1.716], [-0.487, 2.885, -1.464], [-5.414, 0.607, 0.623], [-2.144, -2.862, -0.285], [-4.302, -1.799, 0.712], [-2.733, 2.085, 0.029], [0.241, 0.640, -1.931], [-0.046, -2.680, -0.855], [0.674, -1.005, -0.994], [3.735, 3.380, 2.174], [3.416, 1.709, 2.471]],
  "forces_ev_per_a": [[2.0, 2.5, -0.1], [-1.7, -1.4, 1.6], [-0.2, 1.7, 1.6], [2.0, -1.3, -1.4], [-2.8, -0.3, 0.0], [1.1, 2.2, -1.2], [-0.4, 1.2, -1.1], [-0.2, -1.5, 0.3], [2.2, 0.3, 1.2], [1.5, -2.2, 1.8], [-0.5, -2.1, 1.5], [0.3, 0.9, -0.1], [0.3, 0.9, -0.8], [0.0, -0.2, -0.1], [-0.8, 0.6, 0.5], [-0.2, -2.1, 0.1], [1.0, -0.4, -1.2], [-0.6, -1.9, -0.8], [-0.7, 1.1, 0.4], [-0.3, 2.3, -0.8], [-0.7, -1.6, -0.3], [-0.8, 0.0, -0.7], [-0.4, 1.2, -0.7]],
  "homo_lumo_gap_ev": [6.824, 6.824],
  "relative_energy_kcal_mol": 26.3,
  "total_charge": 1,
  "energy_ev": -99543.26657
}